1.
Computed, not measured: C18H45BF4KN3 as an isolated structure at a distorted geometry, with ωB97M-V with the def2-TZVPD basis set.

Results
- Calculated total energy: -51741.3739 eV
- Relative energy (zero: lowest compared OMol25 entry of this formula, charge and spin): 328.67 kJ/mol
- Orbital gap: 0.2685 Eh
- E_LUMO: -1.68 eV

```
! wB97M-V def2-TZVPD RIJCOSX def2/J DEFGRID3
* xyz 0 1
K -0.65543 0.02967 0.89922
B -3.80518 -1.12793 4.49744
F -4.32204 -0.96668 3.20580
F -3.16299 -0.02643 4.91638
F -4.80797 -1.38886 5.40943
F -2.92767 -2.22123 4.48679
C -1.89897 5.60517 -0.36934
C -2.36850 5.32698 -1.81882
N -2.91244 4.00060 -2.02045
C -4.15993 3.74576 -1.29792
C -5.27317 4.75390 -1.52973
C -3.11607 3.80783 -3.51870
C -1.81437 3.76077 -4.31506
H -1.58299 4.67956 0.11183
H -2.68176 6.01780 0.26710
H -1.04335 6.27638 -0.29525
H -2.99044 6.11850 -2.23691
H -1.42357 5.32346 -2.36213
H -4.63451 2.77566 -1.44545
H -3.87433 3.83722 -0.24999
H -4.94736 5.75449 -1.24551
H -5.56626 4.86966 -2.57318
H -6.23468 4.62205 -1.03352
H -3.76715 4.55029 -3.98018
H -3.68150 2.89629 -3.71235
H -1.27310 2.93912 -3.84601
H -1.23517 4.68415 -4.31421
H -2.00180 3.49427 -5.35523
C 5.08646 1.66483 4.69575
C 3.84255 1.24379 3.89695
N 4.22722 0.40856 2.73432
C 4.99322 -0.81720 3.16857
C 4.17488 -1.76327 4.03678
C 4.89820 1.07374 1.60414
C 3.98708 2.15517 0.99663
H 5.23268 0.92382 5.48165
H 4.96498 2.63003 5.18741
H 5.97966 1.78215 4.08214
H 3.15819 0.65476 4.50752
H 3.28865 2.14217 3.62456
H 5.26279 -1.31637 2.23784
H 5.88315 -0.64594 3.77420
H 4.60544 -2.76368 4.08034
H 4.19680 -1.29437 5.02052
H 3.14449 -1.79008 3.68229
H 5.23048 0.39634 0.81749
H 5.78606 1.61047 1.93841
H 3.12410 1.75587 0.46378
H 4.41453 2.62283 0.10968
H 3.67525 2.93640 1.68984
C 1.69757 -3.62512 -2.70853
C 1.05226 -4.60223 -1.73721
N -0.40690 -4.45918 -1.53622
C -0.98493 -5.50642 -0.68231
C -0.99802 -6.95733 -1.27671
C -1.08080 -4.43349 -2.83427
C -2.61568 -4.22492 -2.65185
H 1.36426 -2.61580 -2.46710
H 1.43208 -3.80687 -3.74996
H 2.77599 -3.77270 -2.65087
H 1.37036 -5.62549 -1.93688
H 1.47007 -4.40203 -0.75057
H -1.93330 -5.05176 -0.39597
H -0.35616 -5.47910 0.20763
H -1.56806 -7.67849 -0.69099
H -0.00607 -7.40445 -1.34178
H -1.52908 -6.95265 -2.22858
H -0.79741 -3.47166 -3.26169
H -0.81322 -5.17979 -3.58229
H -3.10970 -5.15078 -2.35717
H -2.80535 -3.43615 -1.92386
H -3.15205 -3.91212 -3.54771
*
```

2.
Computed, not measured: C19H20ClN4O4Pt as an isolated structure at a distorted geometry, with ωB97M-V with the def2-TZVPD basis set.

Results
- Calculated total energy: -49910.2373 eV
- Orbital gap: 0.2277 Eh
- E_LUMO: -13.07 eV

```
! wB97M-V def2-TZVPD RIJCOSX def2/J DEFGRID3
* xyz 3 1
Pt -0.37554 -0.00901 0.13489
C 2.49013 0.66303 0.86891
C 2.09964 1.46850 2.07515
C 0.94634 2.36347 1.78840
C 0.95181 3.67394 2.23294
C -0.13266 4.49981 1.99166
C -1.23052 4.00286 1.30852
C -1.20036 2.69200 0.89384
N -0.12872 1.88580 1.12681
N 1.71360 -0.57359 0.68377
C 1.65546 -1.46968 1.86792
C 0.37271 -1.36861 2.60622
C 0.20799 -1.83178 3.89375
C -1.05548 -1.81066 4.47149
C -2.13563 -1.33257 3.73811
C -1.91126 -0.86531 2.46379
N -0.67250 -0.88144 1.92120
C 2.17700 -1.27347 -0.53262
C 1.16720 -2.25159 -0.98031
C 1.45836 -3.35023 -1.75664
C 0.41153 -4.14577 -2.21141
C -0.89638 -3.82088 -1.87626
C -1.11890 -2.71114 -1.09044
N -0.09452 -1.95918 -0.63814
H 3.54890 0.39076 0.94574
H 2.38272 1.25737 -0.03800
H 2.95718 2.07355 2.36313
H 1.85961 0.84813 2.94353
H 1.82166 4.04035 2.76117
H -0.11819 5.52835 2.32834
H -2.09884 4.60867 1.09123
H -2.03886 2.28027 0.35952
H 2.50132 -1.27211 2.52807
H 1.75987 -2.50183 1.52616
H 1.05760 -2.22929 4.43543
H -1.19538 -2.17414 5.48178
H -3.13748 -1.31816 4.14516
H -2.71741 -0.48195 1.85298
H 3.15231 -1.73365 -0.35304
H 2.31298 -0.53615 -1.32416
H 2.48593 -3.57348 -2.01343
H 0.61805 -5.00803 -2.83190
H -1.73891 -4.40129 -2.22532
H -2.12332 -2.40444 -0.83202
O -0.72822 1.76389 -3.45252
Cl -0.62892 0.81838 -2.43694
O -0.73083 -0.53308 -2.82957
O -1.62926 1.09213 -1.31623
O 0.63325 0.94718 -1.57857
*
```

3.
Computed, not measured: a 2-piece molecular cluster, C29H27NO6S2 overall at a distorted geometry, with ωB97M-V with the def2-TZVPD basis set.

Results
- Calculated total energy: -65952.9619 eV
- Relative energy (zero: lowest compared OMol25 entry of this formula, charge and spin): 35.50 kJ/mol
- Orbital gap: 0.2478 Eh
- E_LUMO: -0.39 eV

```
! wB97M-V def2-TZVPD RIJCOSX def2/J DEFGRID3
* xyz 0 1
C -2.83427 -0.00201 6.20252
O -3.46970 1.05610 5.45023
C -3.25717 1.08837 4.10509
C -2.53252 0.09441 3.40324
C -2.33135 0.23777 2.04123
C -2.85727 1.33422 1.32690
C -2.83935 1.34398 -0.13034
C -3.38104 0.31032 -0.83918
S -3.39956 0.29042 -2.61123
O -4.71131 0.67069 -3.07801
O -2.20994 0.99695 -3.02075
C -3.13022 -1.44496 -3.00763
C -4.28160 -2.35504 -2.62676
C -5.08869 -1.92736 -1.41813
S -4.13805 -1.13747 -0.10001
O -3.07379 -2.05728 0.26685
O -5.11138 -0.68585 0.86657
C -3.49657 2.35984 2.06022
C -3.74380 2.22059 3.41300
H -3.05419 0.23575 7.24166
H -3.27463 -0.97271 5.93611
H -1.74449 -0.02571 6.05018
H -2.11967 -0.77153 3.92125
H -1.74650 -0.50972 1.51328
H -2.57351 2.24252 -0.66377
H -2.99843 -1.42124 -4.09786
H -2.18296 -1.72177 -2.52806
H -4.96612 -2.44697 -3.47931
H -3.88184 -3.35652 -2.43643
H -5.91663 -1.25467 -1.67301
H -5.49028 -2.80763 -0.89892
H -3.86563 3.22673 1.51540
H -4.27773 2.98424 3.97158
C -1.73367 2.59454 -6.20671
C -0.72204 1.67099 -5.91966
C 0.01988 1.80692 -4.75179
C -0.29469 2.78990 -3.80527
C 0.45079 2.70288 -2.48626
C -0.05896 3.33875 -1.32935
N 0.86880 3.91616 -0.46235
C 2.01847 3.27124 -0.12257
C 2.92510 3.81244 0.77246
C 2.64768 5.06938 1.41557
C 3.48526 5.48323 2.47382
C 4.56568 4.70368 2.87158
C 4.90949 3.53773 2.14878
C 4.11915 3.11405 1.09344
C 1.49953 5.75925 0.95322
C 0.61875 5.16080 0.09289
O 1.54298 2.09191 -2.50775
C -1.25608 3.75664 -4.12840
C -1.96202 3.66679 -5.33281
H -2.38547 2.43365 -7.07091
H -0.52180 0.82761 -6.57985
H 0.81473 1.09332 -4.53681
H -1.05749 3.74846 -1.32392
H 2.20153 2.32545 -0.61129
H 3.26766 6.42325 2.98337
H 5.19196 5.00753 3.71001
H 5.81137 2.97692 2.41451
H 4.36725 2.23819 0.48633
H 1.31164 6.77663 1.28309
H -0.30259 5.62832 -0.25181
H -1.46802 4.56569 -3.42498
H -2.72562 4.40834 -5.57907
*
```

- Look up the orbital gap of the third one.
  0.2478 Eh

- The lowest E_LUMO belongs to which entry?
  C19H20ClN4O4Pt